C2H4BrN as an isolated structure at a distorted geometry. Source: the Open Molecules 2025 dataset; level of theory: ωB97M-V/def2-TZVPD.

Computed properties:
Energy relative to the best compared isomer or geometry (same formula, charge and spin): 49.66 kcal/mol
Lowest unoccupied orbital energy: 0.56 eV
E_HOMO: -9.69 eV

Geometry as XYZ:
```
8
Properties=species:S:1:pos:R:3:forces:R:3:mulliken_charge:R:1
C -0.252 1.236 0.325 1.3 0.0 -1.1 -0.02
C 0.164 -1.282 -0.397 -0.7 4.2 3.2 -0.66
N 0.209 0.590 -0.627 0.4 -3.7 -0.1 -0.40
Br 0.009 3.160 0.178 -0.5 -0.4 0.4 -0.18
H -0.574 0.802 1.236 -0.6 0.3 1.1 0.40
H 0.978 -1.620 -1.006 -0.6 -0.3 -0.9 0.29
H -0.932 -1.352 -0.401 0.7 -0.8 -1.4 0.32
H 0.398 -1.534 0.693 0.1 0.7 -1.3 0.24
```
Positions in Å, forces in eV/Å.

---

The molecule CH3BrO at a distorted geometry. Source: the Open Molecules 2025 dataset; level of theory: ωB97M-V/def2-TZVPD.

Computed properties:
SMILES string: OCBr
Energy relative to the best compared isomer or geometry (same formula, charge and spin): 14.03 kcal/mol
Lowest unoccupied orbital energy: 0.67 eV
E_HOMO: -10.60 eV

Geometry as XYZ:
```
6
Properties=species:S:1:pos:R:3:forces:R:3:mulliken_charge:R:1
O -0.167 -1.194 -0.334 0.6 2.7 1.9 -0.50
C -0.116 0.383 -0.189 -0.1 -2.7 -2.0 -0.21
Br 0.224 0.993 1.656 -0.3 -0.4 -1.2 -0.12
H 0.424 -1.585 0.382 -1.0 1.0 -1.3 0.31
H 0.758 0.621 -0.881 -1.2 0.3 1.4 0.26
H -1.123 0.782 -0.633 2.0 -0.8 1.3 0.25
```
Positions in Å, forces in eV/Å.

---

A 3-piece molecular cluster, C3H11NO4 overall at a distorted geometry. Source: the Open Molecules 2025 dataset; level of theory: ωB97M-V/def2-TZVPD.

Computed properties:
SMILES string: O=CCNCO.O.O
Energy relative to the best compared isomer or geometry (same formula, charge and spin): 76.90 kcal/mol
Lowest unoccupied orbital energy: 0.46 eV
E_HOMO: -8.93 eV

Geometry as XYZ:
```
19
Properties=species:S:1:pos:R:3:forces:R:3:mulliken_charge:R:1
O -0.353 -0.318 2.641 0.1 0.1 0.2 -0.45
C 0.618 -0.102 1.965 -1.1 0.2 -0.1 0.03
C 0.530 0.500 0.584 1.8 0.9 -1.5 -0.47
N 0.635 -0.615 -0.360 -1.4 0.8 1.0 -0.25
C -0.425 -0.795 -1.294 1.9 -0.6 -2.1 -0.39
O 0.205 -0.659 -2.630 -0.5 -0.5 0.5 -0.55
H 1.613 -0.434 2.272 0.4 -0.1 0.1 0.29
H 1.396 1.192 0.375 -0.5 -0.5 0.6 0.26
H -0.342 1.122 0.345 -0.1 -0.5 0.6 0.38
H 1.552 -0.862 -0.682 0.0 0.1 -0.3 0.24
H -0.796 -1.816 -1.231 -0.5 0.0 0.0 0.31
H -1.200 -0.047 -1.366 -0.3 0.2 1.3 0.26
H -0.385 -1.150 -3.212 0.2 0.0 -0.3 0.30
O 4.276 0.875 3.140 -0.3 -0.7 0.5 -0.62
H 4.468 1.639 3.684 0.1 0.3 -0.2 0.32
H 4.420 1.081 2.222 0.2 0.4 -0.3 0.32
O -5.314 0.654 -3.235 0.7 0.5 -0.6 -0.63
H -5.548 1.461 -3.704 -0.8 0.2 0.2 0.32
H -4.405 0.625 -3.565 0.1 -0.7 0.4 0.31
```
Positions in Å, forces in eV/Å.

---

C25H14Br2ClN3O2Ru as an isolated structure. Source: the Open Molecules 2025 dataset; level of theory: ωB97M-V/def2-TZVPD.

Computed properties:
Energy relative to the best compared isomer or geometry (same formula, charge and spin): 0.00 kcal/mol
Multiplicity: 2
Lowest unoccupied orbital energy (alpha / beta): -4.02 / -4.49 eV
Net charge: +1
E_HOMO (alpha / beta): -10.81 / -10.86 eV

Geometry as XYZ:
```
48
Properties=species:S:1:pos:R:3:forces:R:3:mulliken_charge:R:1
Ru -0.351 1.248 -0.078 -0.5 0.4 0.0 0.54
Cl -6.700 -2.301 -0.655 0.1 0.1 0.0 -0.20
C -5.338 -1.283 -0.317 -0.2 0.0 0.1 0.06
C -5.403 -0.373 0.756 0.0 0.0 0.0 -0.49
C -4.340 0.436 1.045 0.0 0.0 0.0 -0.70
C -3.146 0.371 0.294 0.1 0.0 0.1 0.72
O -2.171 1.171 0.636 -0.1 0.1 -0.2 -0.67
C -3.093 -0.527 -0.802 0.0 -0.1 -0.1 0.24
C -1.984 -0.654 -1.681 -0.1 -0.1 -0.1 0.44
N -0.852 -0.027 -1.600 0.2 -0.1 -0.2 0.02
C 0.225 -0.298 -2.505 -0.2 0.1 0.2 0.45
C 0.218 -1.184 -3.546 0.1 -0.1 -0.2 -0.71
C 1.367 -1.353 -4.351 -0.1 0.0 0.0 -1.04
C 2.506 -0.642 -4.113 0.1 0.1 0.0 -0.88
C 2.549 0.278 -3.039 0.1 0.0 -0.1 1.13
C 3.689 1.054 -2.714 0.0 -0.1 -0.1 -0.51
C 3.642 1.922 -1.665 -0.1 0.1 0.1 -0.92
C 2.457 2.025 -0.911 0.1 0.0 0.0 -0.27
N 1.391 1.306 -1.181 0.1 -0.1 -0.1 0.13
C 1.408 0.435 -2.243 -0.1 0.1 0.2 0.37
C -4.219 -1.348 -1.084 0.1 0.0 -0.1 -0.98
H -6.305 -0.318 1.350 0.0 0.0 0.0 0.42
H -4.385 1.147 1.858 0.0 0.0 0.0 0.48
H -2.120 -1.358 -2.498 0.0 0.0 0.0 0.14
H -0.663 -1.765 -3.785 0.0 0.0 0.0 0.37
H 1.331 -2.059 -5.169 0.0 0.0 0.0 0.41
H 3.381 -0.771 -4.738 0.0 0.0 0.0 0.43
H 4.589 0.948 -3.306 0.0 0.0 0.0 0.45
H 4.493 2.530 -1.395 0.0 0.0 0.0 0.41
H 2.375 2.704 -0.071 0.0 0.0 0.0 0.59
H -4.182 -2.031 -1.923 0.0 0.0 0.0 0.44
Br 1.383 4.263 3.603 0.0 0.0 0.0 -0.10
C 1.349 2.394 3.474 0.0 0.1 0.1 -0.39
C 1.865 1.609 4.526 0.0 0.0 -0.1 -0.23
C 1.867 0.244 4.453 0.0 0.1 0.0 -0.16
Br 2.577 -0.757 5.882 0.0 0.0 0.0 -0.18
C 1.348 -0.415 3.308 0.0 -0.1 0.0 0.11
C 1.308 -1.810 3.106 0.0 0.0 0.0 -0.53
C 0.785 -2.319 1.947 0.0 0.1 0.0 -1.16
C 0.292 -1.446 0.968 0.0 -0.1 0.1 -0.06
N 0.316 -0.140 1.131 0.3 -0.2 0.3 0.47
C 0.834 0.396 2.283 0.0 -0.2 0.1 -0.13
C 0.823 1.806 2.350 -0.1 0.1 -0.2 1.57
O 0.324 2.458 1.304 0.2 0.1 0.0 -0.79
H 2.265 2.104 5.400 0.0 0.0 0.0 0.44
H 1.691 -2.469 3.873 0.0 0.0 0.0 0.37
H 0.743 -3.384 1.773 0.0 0.0 0.0 0.43
H -0.139 -1.818 0.050 0.0 0.0 0.0 0.45
```
Positions in Å, forces in eV/Å.